Entry 1:
ORCA calculation (ωB97M-V/def2-TZVPD) on C21H19N3O3 in the gas phase.

The geometry in XYZ format:
```
46
C21H19N3O3 | the OMol25 dataset | ωB97M-V/def2-TZVPD
C -3.2170 -0.3840 3.4259
C -2.0221 0.4558 3.0367
O -1.4421 1.2008 3.7986
N -1.6307 0.2755 1.7529
C -0.5958 1.0633 1.1350
C 0.5724 0.1909 0.6369
C 1.1882 -0.6307 1.7239
C 1.2257 -0.3745 3.0640
N 1.9033 -1.3709 3.7110
C 2.3247 -2.2934 2.7996
C 3.0472 -3.4680 2.9665
C 3.3321 -4.2080 1.8396
C 2.9102 -3.7934 0.5731
C 2.1950 -2.6302 0.4007
C 1.8903 -1.8599 1.5232
C -1.1757 1.7995 -0.0632
O -2.2261 1.5235 -0.5815
O -0.3549 2.7589 -0.4907
C -0.7676 3.4575 -1.6679
C -0.7657 2.5647 -2.8803
C 0.2836 1.6728 -3.0773
C 0.2959 0.8344 -4.1732
C -0.7497 0.8893 -5.0951
C -0.7431 0.0347 -6.2219
N -0.7353 -0.6571 -7.1358
C -1.8017 1.7854 -4.9051
C -1.8062 2.6126 -3.7995
H -2.9966 -1.4375 3.2696
H -4.0757 -0.1116 2.8164
H -3.4515 -0.2151 4.4727
H -2.2073 -0.2640 1.1249
H -0.2372 1.7825 1.8773
H 0.2068 -0.4755 -0.1501
H 1.3247 0.8519 0.1957
H 0.7981 0.4377 3.6187
H 2.0545 -1.4149 4.7039
H 3.3731 -3.7869 3.9458
H 3.8924 -5.1265 1.9323
H 3.1550 -4.4033 -0.2841
H 1.8764 -2.3193 -0.5837
H -1.7669 3.8755 -1.5086
H -0.0419 4.2682 -1.7777
H 1.0910 1.6355 -2.3606
H 1.1075 0.1381 -4.3242
H -2.6102 1.8195 -5.6199
H -2.6271 3.2962 -3.6444
```

Calculated values
Strongest force on any atom (eV Å⁻¹): 0.89
SMILES string: CC(=O)N[C@@H](Cc1c[nH]c2ccccc12)C(=O)OCc1ccc(C#N)cc1
Energy relative to the best compared isomer or geometry (same formula, charge and spin) (kcal/mol): 10.2
DFT total energy (eV): -32699.412
Orbital gap (eV): 8.135
2S+1: 1

natural (NBO) atomic charge list, values in e, 2 entries: -0.711 0.695



Entry 2:
ORCA calculation (ωB97M-V/def2-TZVPD) on C21H19N5OS2 in the gas phase at a distorted geometry.

The geometry in XYZ format:
```
48
C21H19N5OS2 | the OMol25 dataset | ωB97M-V/def2-TZVPD
C 0.7766 1.8125 3.1520
C -0.1948 0.6600 2.8332
C 0.4588 -0.6269 3.3357
C 1.5324 -1.0998 2.2890
C 0.9294 -1.3184 0.8539
S 0.9476 -3.1764 0.7355
C 0.8796 -3.5730 -0.9482
C 1.9984 -4.1802 -1.5658
C 1.9100 -4.6996 -2.8260
C 3.0583 -5.3221 -3.4562
N 3.8753 -6.0364 -3.8713
C 0.6473 -4.5267 -3.5582
C -0.3699 -3.9188 -2.8457
N -0.2382 -3.4811 -1.6223
C -0.5054 -0.7965 0.6884
N -0.6007 0.5057 1.3980
C -0.9810 1.6744 0.7475
O -1.1687 1.6564 -0.4437
C -1.3981 2.9234 1.4199
S -2.7190 2.9711 2.4840
C -2.5912 4.6031 2.8251
C -1.5984 5.1767 2.1823
C -0.8357 4.1854 1.3452
C 0.3075 4.5476 0.5536
N 1.1576 3.5711 0.3627
C 2.3331 3.7762 -0.2462
C 2.7014 4.9576 -0.7245
C 1.6916 5.9291 -0.6123
N 0.5654 5.8283 0.1104
H 1.5058 1.8991 2.3081
H 0.2442 2.7720 3.3263
H 1.4052 1.7834 3.9748
H -0.9628 0.7923 3.5202
H 0.8905 -0.4793 4.3186
H -0.3502 -1.2635 3.5844
H 1.8664 -2.0834 2.6185
H 2.3884 -0.4068 2.1207
H 1.5237 -0.9796 0.0251
H 2.9723 -4.2776 -1.0869
H 0.6461 -4.8899 -4.6327
H -1.3399 -3.8413 -3.3024
H -1.2168 -1.4915 0.9926
H -0.6818 -0.7141 -0.3975
H -3.2182 5.1315 3.5396
H -1.3310 6.2311 2.1626
H 3.1394 3.0443 -0.2196
H 3.6971 5.2464 -1.0358
H 1.6526 6.9046 -1.0121
```

Calculated values
Strongest force on any atom (eV Å⁻¹): 4.19
SMILES string: C[C@@H]1CC[C@@H](Sc2cc(C#N)ccn2)CN1C(=O)c1sccc1-c1ncccn1
Energy relative to the best compared isomer or geometry (same formula, charge and spin) (kcal/mol): 75.3
DFT total energy (eV): -53251.190
Orbital gap (eV): 8.410
2S+1: 1

natural (NBO) atomic charge list, values in e, 2 entries: -0.638 -0.040



Entry 3:
ORCA calculation (ωB97M-V/def2-TZVPD) on a molecular structure, C21H19NO4 at a distorted geometry.

The geometry in XYZ format:
```
45
C21H19NO4 | the OMol25 dataset | ωB97M-V/def2-TZVPD
C 1.5109 2.8919 -0.9273
C 1.7393 3.9784 -1.7372
C 1.9029 3.7763 -3.1244
N 1.9417 4.9040 -3.9988
O 2.0592 4.6940 -5.2318
O 1.8456 6.0431 -3.4786
C 1.9496 2.4762 -3.6703
C 1.7143 1.3891 -2.8568
C 1.3982 1.5531 -1.4583
O 1.1767 0.5395 -0.6546
H 1.3857 2.9875 0.1508
H 1.8040 4.9884 -1.3302
H 2.1860 2.3630 -4.7285
H 1.7751 0.3670 -3.2284
C 1.7981 -5.9452 3.2671
O 2.0248 -5.4705 1.9174
C 1.4437 -4.3343 1.4417
C 1.9587 -3.8228 0.2177
C 1.4960 -2.6156 -0.2817
C 0.4571 -1.9041 0.3611
C -0.1546 -0.7214 -0.3592
C -1.2328 0.1227 0.2289
C -1.9522 0.9522 -0.6626
C -2.9655 1.7747 -0.1909
C -3.3565 1.7242 1.1515
C -4.5360 2.5292 1.5800
C -2.6497 0.9084 2.0494
C -1.5522 0.1672 1.6035
C -0.1457 -2.5162 1.4702
C 0.3454 -3.6860 2.0482
H 2.5015 -6.7723 3.3641
H 2.0232 -5.1743 4.0126
H 0.7754 -6.3169 3.3936
H 2.6781 -4.4150 -0.3242
H 1.8804 -2.2306 -1.2211
H -0.3957 -1.0128 -1.4291
H -1.6627 0.9514 -1.7161
H -3.4937 2.4164 -0.9006
H -4.8320 2.2857 2.5983
H -4.3021 3.5977 1.5520
H -5.3881 2.3714 0.9102
H -2.9637 0.8258 3.0984
H -0.9274 -0.3618 2.3317
H -1.0830 -2.1398 1.8586
H -0.1776 -4.1389 2.9037
```

Calculated values
Strongest force on any atom (eV Å⁻¹): 2.42
Energy relative to the best compared isomer or geometry (same formula, charge and spin) (kcal/mol): 154.5
DFT total energy (eV): -31760.338
Orbital gap (eV): 7.363
2S+1: 1

natural (NBO) atomic charge list, values in e, 2 entries: -0.288 -0.171



Entry 4:
ORCA calculation (ωB97M-V/def2-TZVPD) on C21H19NO5 in the gas phase at a distorted geometry.

The geometry in XYZ format:
```
46
C21H19NO5 | the OMol25 dataset | ωB97M-V/def2-TZVPD
O 0.2953 2.1633 -2.0230
C 1.0119 1.8504 -1.0924
C 2.0016 0.7508 -1.1576
C 1.6693 -0.3632 -1.9245
C 2.5287 -1.4420 -1.9934
C 3.7338 -1.4098 -1.3113
C 4.0836 -0.2896 -0.5755
C 3.2250 0.7915 -0.4956
N 0.9624 2.5631 0.0918
C -0.2249 3.3459 0.3637
C -1.3048 2.3623 0.8887
C -2.4939 2.2776 -0.0829
O -3.4064 1.2775 0.2814
C -3.1906 -0.0178 -0.1081
C -2.2689 -0.4392 -1.0589
C -2.1879 -1.7827 -1.3884
C -3.0105 -2.7153 -0.7840
C -3.9315 -2.2949 0.1619
C -4.0230 -0.9596 0.4968
O -0.7337 1.0591 0.9814
C 0.4073 1.0190 1.7551
C 0.9601 -0.3703 1.7181
C 0.5870 -1.4673 1.0001
C 1.5091 -2.4841 1.3452
C 2.3677 -1.9242 2.2383
O 2.0410 -0.6435 2.4745
O 1.4008 1.9552 1.2618
H 0.7286 -0.3694 -2.4536
H 2.2607 -2.3086 -2.5792
H 4.4048 -2.2548 -1.3592
H 5.0312 -0.2579 -0.0584
H 3.5045 1.6647 0.0727
H 0.0344 4.1023 1.1066
H -0.5344 3.8233 -0.5655
H -1.6600 2.6579 1.8881
H -2.1209 2.1427 -1.1021
H -3.0463 3.2205 -0.0291
H -1.6027 0.2559 -1.5436
H -1.4684 -2.0999 -2.1302
H -2.9353 -3.7597 -1.0466
H -4.5812 -3.0117 0.6421
H -4.7371 -0.6153 1.2285
H 0.2165 1.3350 2.7998
H -0.2442 -1.5346 0.3300
H 1.5238 -3.4878 0.9744
H 3.2174 -2.3147 2.7619
```

Calculated values
Strongest force on any atom (eV Å⁻¹): 1.07
SMILES string: O=C(c1ccccc1)N1C[C@@H](COc2ccccc2)O[C@@H](c2ccco2)O1
Energy relative to the best compared isomer or geometry (same formula, charge and spin) (kcal/mol): 46.0
DFT total energy (eV): -33810.470
Orbital gap (eV): 9.103
2S+1: 1

natural (NBO) atomic charge list, values in e, 2 entries: -0.612 0.654



Entry 5:
ORCA calculation (ωB97M-V/def2-TZVPD) on 2 unconnected molecules or ions with the total composition C21H19O6S2 at a distorted geometry.

The geometry in XYZ format:
```
48
C21H19O6S2 | the OMol25 dataset | ωB97M-V/def2-TZVPD
C 0.7405 -4.4415 1.1980
C 1.2825 -3.5432 0.2748
C 1.2642 -2.1789 0.5552
C 0.7333 -1.7314 1.7587
S 0.7136 0.0627 2.0693
C -1.0211 0.5411 2.0000
C -1.5953 1.1915 3.0167
S -1.9837 0.0819 0.5801
C -3.2918 -1.0363 1.1828
C -3.0732 -2.4107 1.0791
C -3.9823 -3.2900 1.6611
C -5.1554 -2.7799 2.2269
C -5.4087 -1.4041 2.2646
C -4.4624 -0.5223 1.7448
O -2.6365 1.2685 0.0638
O -1.1140 -0.7582 -0.1998
O 1.1331 0.2479 3.4407
O 1.4184 0.6901 0.9840
C 0.2456 -2.6259 2.7122
C 0.2016 -3.9887 2.4072
H 0.7494 -5.5094 0.9758
H 1.7186 -3.8926 -0.6639
H 1.6515 -1.4602 -0.1573
H -2.6400 1.4790 2.9319
H -0.9874 1.4030 3.8892
H -2.1812 -2.7745 0.5784
H -3.7771 -4.3617 1.6698
H -5.8944 -3.4710 2.6316
H -6.3306 -1.0202 2.7052
H -4.6127 0.5520 1.7845
H -0.1047 -2.2514 3.6701
H -0.2366 -4.6982 3.1149
C 5.3735 4.4830 -4.2929
O 3.9703 4.7436 -4.1160
C 3.1325 3.7965 -3.6205
C 1.7511 4.1396 -3.5130
C 0.8243 3.2573 -3.0446
C 1.1901 1.9772 -2.4167
O 0.4302 1.3516 -1.6405
C 2.5801 1.5968 -2.7431
C 3.5103 2.4881 -3.2184
H 5.8104 5.3949 -4.7100
H 5.8548 4.2610 -3.3301
H 5.5355 3.6529 -4.9953
H 1.4574 5.1450 -3.8148
H -0.2211 3.5474 -2.9826
H 2.8783 0.5976 -2.4341
H 4.5594 2.2002 -3.2780
```

Calculated values
Strongest force on any atom (eV Å⁻¹): 2.64
Charge: -1
Energy relative to the best compared isomer or geometry (same formula, charge and spin) (kcal/mol): 15.5
DFT total energy (eV): -56037.847
Orbital gap (eV): 3.763
2S+1: 1

natural (NBO) atomic charge list, values in e, 2 entries: -0.202 -0.217



no.,HOMO (eV)
1,-7.953
2,-8.775
3,-8.154
4,-8.458
5,-1.845